Molecular formula: C60H105N15
Method: DFT, the ωB97M-V functional and the def2-TZVPD basis

Summary:
- energy relative to the best compared isomer or geometry (same formula, charge and spin) (eV) = 1.9774
- largest force on an atom (Eh/bohr) = 0.167
- Kohn-Sham gap (eV) = 11.3
- M (g mol⁻¹) = 1036.60
- total energy (Ha) = -3170.44828
- spin multiplicity = 1
- E_LUMO (eV) = 0.253
- highest occupied orbital energy (eV) = -11.005

Geometry as XYZ:
```
180
Properties=species:S:1:pos:R:3:forces:R:3
N -0.142 16.777 -14.263 0.262 -0.549 0.930
N 4.622 9.323 -11.742 -6.469 -3.380 0.756
N 7.095 17.507 -11.326 0.061 0.197 -0.068
N 10.599 14.914 -12.672 4.717 -5.110 5.048
N 3.577 12.954 -11.466 1.858 2.559 2.837
N 4.126 20.924 -10.904 -3.437 -1.529 -0.593
N 6.012 20.404 -18.515 4.524 3.795 6.200
N 4.012 17.697 -12.875 -1.010 -1.202 0.315
N 3.341 12.272 -16.333 0.065 0.239 0.143
N 2.248 20.390 -18.041 -2.969 -5.539 -1.159
N -1.631 21.362 -15.735 0.095 0.261 0.337
N 5.761 15.220 -15.007 2.787 -0.139 -0.118
N 0.675 12.945 -18.957 0.656 -1.227 -1.628
N 8.862 13.777 -20.952 0.243 -3.912 -1.295
N -1.861 17.054 -20.563 -0.676 0.245 -0.258
C 3.517 9.087 -17.791 -0.227 -0.324 -0.109
C 4.510 8.673 -16.712 -0.281 0.014 -0.374
C 3.477 22.578 -17.618 0.680 0.677 0.384
C 5.459 19.903 -19.313 -4.406 -3.432 -5.727
C 6.582 14.985 -11.555 -0.351 -0.745 -0.066
C 6.530 11.460 -14.362 -0.067 -0.395 -0.082
C 0.311 13.542 -18.065 -0.906 1.459 1.913
C 4.385 21.639 -21.366 -0.512 0.673 0.458
C 5.603 19.594 -13.627 -0.024 1.052 0.386
C -1.537 14.069 -16.477 0.020 -0.707 0.658
C -1.886 20.713 -16.644 0.398 0.213 0.306
C 0.263 16.009 -13.504 -0.660 0.822 -0.798
C 6.688 18.575 -15.676 -0.462 0.792 0.073
C -1.296 17.773 -16.654 -0.828 -0.222 0.779
C -2.476 14.288 -17.623 -0.119 0.204 -1.244
C 2.944 16.225 -17.283 0.046 -0.073 -0.406
C 8.684 16.201 -20.124 -0.295 0.496 0.065
C 5.593 9.819 -11.878 5.688 3.191 -0.816
C 6.687 11.804 -12.891 -0.129 -0.186 -0.122
C 2.730 21.364 -17.841 2.759 4.831 0.951
C 3.073 20.420 -11.090 3.352 1.536 0.411
C 0.551 9.823 -13.835 0.677 0.104 0.808
C 1.987 24.023 -19.053 -0.256 -0.552 -0.359
C 2.650 23.856 -17.689 -0.079 0.184 -0.454
C 2.933 11.281 -16.740 -0.147 -0.200 -0.125
C 3.209 15.327 -14.890 -1.304 0.319 0.086
C 4.604 20.190 -21.611 0.234 -0.932 -1.285
C 0.781 16.761 -10.654 0.344 -0.044 0.150
C 11.144 17.583 -15.220 0.293 0.438 -0.050
C 2.644 16.406 -15.793 -0.330 0.549 -0.949
C 3.048 12.316 -12.217 -1.859 -2.491 -2.568
C -2.207 19.862 -17.757 -1.093 0.540 -1.038
C 1.759 19.958 -13.867 0.286 0.689 -0.243
C -0.777 16.823 -20.282 -0.582 -0.095 0.041
C 5.800 19.733 -15.133 0.293 -0.881 -0.637
C 1.382 10.523 -12.686 -1.101 -0.568 -0.782
C 6.843 15.682 -18.420 -0.386 -0.349 0.004
C 1.475 16.355 -21.101 0.617 0.258 0.397
C 4.619 19.361 -20.359 -0.182 -1.584 0.178
C 0.556 16.488 -19.885 0.556 0.114 0.033
C -0.109 14.347 -16.887 1.358 -0.642 -0.531
C -2.444 18.424 -17.348 -1.106 -0.047 -0.838
C 2.420 10.026 -17.280 -0.212 -0.154 -0.486
C 4.635 15.266 -14.959 -1.804 -0.224 0.361
C 0.798 15.063 -12.567 0.244 -1.123 0.489
C 9.183 16.421 -14.147 -0.493 0.230 0.058
C 4.703 18.523 -13.237 1.174 0.820 -0.268
C 6.848 16.393 -11.444 0.221 0.715 0.088
C 6.420 14.341 -10.170 -0.946 0.340 -0.264
C 7.643 14.498 -9.337 0.975 -0.756 0.873
C 6.829 10.551 -12.023 0.793 -0.128 0.020
C 1.578 15.727 -11.446 0.643 0.341 0.344
C 1.249 15.076 -21.865 0.056 -0.810 0.524
C 1.053 20.287 -12.566 -0.568 -0.474 -0.325
C 9.992 15.552 -13.318 -4.329 4.662 -4.760
C 8.787 14.833 -20.592 -0.100 3.513 1.143
C 8.180 16.303 -18.683 0.293 0.710 -0.274
C 9.854 16.798 -15.450 1.524 -0.263 -0.319
C 2.448 11.446 -13.226 0.833 0.345 -0.150
C 1.790 19.762 -11.359 0.424 -0.312 0.669
H -2.169 13.656 -18.474 -0.157 0.130 0.286
H 8.074 17.376 -18.488 0.331 -0.071 0.208
H 1.961 14.957 -10.777 -0.166 -0.130 -0.018
H 0.182 14.890 -21.998 0.039 0.086 -0.403
H 5.186 22.063 -20.761 0.108 0.096 -0.092
H 1.817 9.514 -16.525 0.124 0.141 0.143
H -0.996 18.351 -15.775 0.281 0.030 -0.438
H 6.053 16.322 -18.820 -0.107 -0.101 0.028
H 0.062 15.398 -17.132 -0.147 -0.033 0.036
H 7.169 10.789 -11.012 0.048 0.093 -0.056
H -0.008 14.441 -12.166 -0.110 0.125 -0.065
H 7.652 13.788 -8.495 -0.176 0.251 -0.145
H 2.718 24.003 -19.874 -0.056 0.132 0.249
H 5.811 12.360 -12.545 0.313 0.162 0.012
H 1.732 10.267 -18.100 0.119 0.136 0.137
H 9.653 16.691 -20.184 0.108 -0.078 -0.180
H 6.342 17.639 -15.234 0.225 -0.103 -0.197
H 1.556 16.423 -15.660 0.432 0.030 -0.064
H -1.491 20.002 -18.569 0.348 -0.243 0.205
H 1.181 19.852 -10.454 0.037 0.009 -0.048
H 0.679 14.066 -16.167 -0.565 0.262 0.296
H 6.555 19.454 -13.103 -0.096 -0.215 -0.083
H 3.312 10.884 -13.603 -0.297 -0.072 -0.247
H -1.697 16.852 -16.216 0.518 -0.087 -0.266
H -3.500 14.013 -17.394 -0.152 0.119 0.149
H 4.972 18.340 -20.582 -0.028 0.272 0.022
H 3.975 8.250 -15.860 0.108 0.019 0.124
H 6.707 15.574 -17.347 -0.252 0.008 0.044
H 4.298 22.615 -18.344 -0.166 -0.103 -0.007
H 4.019 9.518 -18.660 0.032 0.129 0.150
H 1.874 9.773 -12.071 -0.120 -0.056 0.108
H 0.302 10.509 -14.647 0.005 0.136 0.089
H 0.693 11.089 -12.053 0.052 -0.055 -0.023
H -1.635 13.018 -16.168 0.179 0.172 0.056
H 2.873 15.560 -13.878 0.564 -0.040 0.017
H 11.589 17.879 -16.177 -0.164 0.056 0.137
H 8.008 16.736 -20.801 0.071 -0.066 0.060
H 0.329 17.511 -11.308 -0.153 -0.158 0.069
H 2.770 14.372 -15.173 0.287 -0.268 -0.058
H 8.944 15.907 -18.020 0.062 -0.066 0.097
H 2.486 16.174 -11.874 -0.328 0.133 0.093
H 0.821 21.346 -12.474 0.068 0.061 0.030
H 1.392 24.930 -19.143 0.116 0.118 0.127
H 5.105 9.523 -16.393 0.095 0.086 0.172
H 1.465 14.385 -13.117 -0.248 0.057 0.144
H 6.111 13.301 -10.262 0.095 -0.030 -0.262
H -3.143 20.267 -18.183 0.232 -0.157 0.125
H 1.998 18.690 -11.497 0.132 0.502 0.011
H -0.473 17.586 -17.334 0.326 -0.041 0.087
H 2.513 15.304 -17.706 0.015 0.167 0.223
H 5.637 10.840 -14.525 0.144 0.105 -0.012
H 1.714 18.891 -14.068 0.096 -0.036 -0.062
H -1.775 14.665 -15.595 -0.029 0.145 -0.082
H 11.914 16.990 -14.716 -0.233 -0.026 0.108
H 2.996 17.396 -15.489 0.060 -0.156 0.139
H -2.753 17.888 -18.255 0.317 -0.008 0.072
H 0.892 17.285 -19.214 0.097 -0.206 -0.013
H 3.823 19.770 -22.255 -0.120 0.170 0.125
H 1.616 14.225 -21.271 -0.090 0.185 -0.120
H -2.446 15.316 -18.014 -0.121 -0.151 0.266
H 2.526 17.077 -17.834 0.062 -0.136 0.101
H 7.708 15.493 -8.906 0.270 0.137 -0.161
H 2.116 12.109 -14.026 -0.191 -0.189 -0.131
H 1.895 23.849 -16.908 -0.075 0.043 0.134
H 3.609 19.211 -19.957 0.152 0.316 0.102
H 0.014 16.298 -10.035 -0.177 -0.060 -0.113
H 6.432 12.352 -14.972 -0.038 0.120 -0.052
H 5.513 19.997 -22.198 0.058 0.259 0.300
H 1.295 23.185 -19.248 0.199 0.221 0.114
H 10.974 18.491 -14.626 0.035 -0.156 -0.124
H 2.990 8.202 -18.167 0.117 0.070 0.052
H 0.498 15.538 -19.349 0.231 0.160 0.013
H 1.288 20.505 -14.685 -0.094 -0.179 -0.092
H 4.011 16.186 -17.540 -0.083 0.056 0.355
H 1.454 17.292 -9.971 -0.138 -0.137 -0.094
H 2.497 16.375 -20.704 0.004 0.039 -0.188
H 7.742 18.745 -15.444 -0.117 -0.036 0.272
H 7.593 12.397 -12.772 -0.088 0.132 0.171
H 6.255 20.691 -15.377 0.007 0.068 0.117
H 0.104 19.735 -12.572 -0.056 0.340 -0.030
H 7.401 10.892 -14.714 -0.155 0.085 -0.005
H 7.567 9.859 -12.454 -0.039 0.223 0.091
H 4.308 22.181 -22.301 -0.013 0.214 -0.062
H 5.181 20.507 -13.168 0.097 -0.267 -0.272
H -0.380 9.412 -13.438 0.112 0.094 0.004
H 5.675 14.863 -12.150 0.023 -0.061 -0.050
H 1.359 17.226 -21.745 -0.037 0.115 0.007
H 9.030 17.327 -13.547 -0.346 -0.131 -0.146
H 9.202 17.381 -16.082 -0.383 0.017 -0.055
H 1.103 8.979 -14.267 0.032 0.191 0.082
H 8.547 14.248 -9.908 -0.044 0.339 0.051
H 3.966 22.509 -16.642 -0.074 -0.124 -0.018
H 5.582 14.848 -9.677 -0.003 -0.168 -0.085
H 5.179 7.915 -17.110 0.145 -0.079 0.070
H 6.624 18.539 -16.765 -0.107 -0.152 0.083
H 6.747 14.694 -18.875 -0.005 -0.044 0.038
H 8.230 15.910 -14.313 -0.070 0.263 0.014
H 2.810 20.285 -13.844 -0.222 -0.162 0.021
H 1.796 15.057 -22.804 -0.202 0.074 -0.190
H 3.455 21.773 -20.794 0.129 0.100 -0.221
H -3.357 18.393 -16.739 0.306 0.111 0.238
H 10.192 15.920 -16.019 -0.603 -0.074 0.144
H 7.417 14.550 -12.111 -0.063 -0.111 0.035
H 3.330 24.689 -17.498 -0.092 -0.012 0.066
H 4.840 19.694 -15.668 0.085 0.094 0.258
```
Positions in Å, forces in eV/Å.

Atom charges from the Mulliken analysis, given in e for atoms 1 to 2: -0.361 -0.442